Below is the molecule C6H10O, with properties calculated with ωB97M-V/def2-TZVPD.

```
! RIJCOSX wB97M-V def2-TZVPD def2/J DEFGRID3
* xyz 0 1
C -2.236 0.228 0.132
C -0.731 0.150 0.301
C -0.151 -1.204 -0.099
C 1.351 -1.148 -0.006
C 1.983 0.020 -0.081
C 1.244 1.314 -0.299
O -0.143 1.155 -0.516
H -2.731 -0.440 0.846
H -2.529 -0.071 -0.880
H -2.588 1.248 0.307
H -0.471 0.347 1.356
H -0.465 -1.422 -1.132
H -0.558 -2.003 0.532
H 1.905 -2.071 0.149
H 3.064 0.088 0.026
H 1.425 1.990 0.556
H 1.631 1.818 -1.193
*
```

For the LUMO energy, the calculation gives 1.15 eV. Its gap between HOMO and LUMO is 10.46 eV. Its molecular weight is 98.145 g/mol. Its energy above the lowest of the compared OMol25 structures with the same formula, charge and spin is 6.9 kcal/mol. Its structure (SMILES) is C[C@H]1CC=CCO1. The total energy comes out at -8430.9406 eV.